No. 1
Entry from the OMol25 dataset: a 2-piece molecular cluster, C6H10O2 overall in a non-equilibrium geometry (ωB97M-V/def2-TZVPD).

Structure (XYZ):
```
18
Properties=species:S:1:pos:R:3:nbo_charge:R:1
O 0.789 -1.606 1.605 -0.633
H 3.175 -1.290 -1.319 0.188
C 1.635 0.174 -0.742 0.144
H 1.765 -1.946 -0.327 0.230
H -2.311 -0.538 -0.420 0.218
H 2.040 1.165 -0.740 0.192
C -1.290 -0.867 -0.233 -0.699
O 1.246 -0.519 -1.831 -0.461
C -0.973 1.503 0.668 -0.662
H -1.980 1.571 1.085 0.225
H -0.777 -0.941 -1.206 0.256
H 1.018 0.354 2.061 0.113
H -0.303 2.104 1.279 0.219
C 2.177 -1.142 -0.927 -0.155
C 0.492 -0.424 1.473 0.286
C -0.557 0.079 0.640 0.070
H -1.281 -1.865 0.203 0.247
H -1.017 1.919 -0.339 0.224
```

Output
E_LUMO (spin up / spin down) in eV: 0.2 / -0.3
E in Eh: -384.937118
2S+1: 1
Gap between HOMO and LUMO (spin up / spin down) in eV: 8.297 / 7.894
Total charge: 0
F_max in eV/Å: 1.950
HOMO energy (spin up / spin down) in eV: -8.13 / -8.20

***

No. 2
Entry from the OMol25 dataset: C4H2AlO as an isolated structure in a non-equilibrium geometry (ωB97M-V/def2-TZVPD).

Structure (XYZ):
```
8
Properties=species:S:1:pos:R:3:nbo_charge:R:1
H 0.644 0.967 -3.000 0.273
C 0.489 0.406 -2.096 0.047
H -0.926 -1.395 0.187 0.238
C 0.385 -0.161 -1.015 -0.081
Al -0.839 -0.687 2.755 1.284
C -0.068 0.157 1.410 -0.245
O 0.604 1.218 1.564 -0.337
C -0.289 -0.506 0.195 -0.180
```

Output
E_LUMO (spin up / spin down) in eV: -7.5 / -7.3
E in Eh: -470.807122
2S+1: 1
Gap between HOMO and LUMO (spin up / spin down) in eV: 6.692 / 6.619
Total charge: +1
F_max in eV/Å: 7.143
HOMO energy (spin up / spin down) in eV: -14.18 / -13.95

***

No. 3
Entry from the OMol25 dataset: H3OPS as an isolated structure in a non-equilibrium geometry (ωB97M-V/def2-TZVPD).

Structure (XYZ):
```
6
Properties=species:S:1:pos:R:3:nbo_charge:R:1
H -1.635 -0.382 -0.726 -0.126
S -0.270 1.473 1.136 -0.356
P -0.162 -0.519 0.233 0.845
O 0.746 -0.071 -0.979 -1.005
H -0.476 1.051 2.401 0.142
H 0.298 -0.325 -1.756 0.501
```

Output
E_LUMO in eV: 0.3
E in Eh: -816.550002
2S+1: 1
Gap between HOMO and LUMO in eV: 9.305
Total charge: 0
F_max in eV/Å: 4.007
HOMO energy in eV: -8.97

***

No. 4
Entry from the OMol25 dataset: C6H19N3P3 as an isolated structure in a non-equilibrium geometry (ωB97M-V/def2-TZVPD).

Structure (XYZ):
```
31
Properties=species:S:1:pos:R:3:nbo_charge:R:1
C 0.041 -2.612 -2.015 -0.948
H -1.790 -1.508 2.324 0.274
H 0.203 -3.127 -1.078 0.245
H 0.176 0.607 2.363 0.443
P 1.500 0.355 0.464 1.990
H 0.852 -2.613 -2.680 0.245
H -2.322 2.129 1.723 0.253
H -3.311 -1.099 1.370 0.293
H -2.909 2.065 0.003 0.273
H -2.890 -0.070 2.723 0.262
N 0.154 0.342 1.379 -1.324
C -2.490 -0.657 1.966 -1.031
H -1.080 2.300 0.277 0.245
C -0.358 0.014 -3.155 -0.939
N 1.255 -0.251 -0.963 -1.418
H 3.422 0.317 2.019 0.247
H 2.342 -0.994 2.392 0.242
C -2.061 1.900 0.676 -0.973
N -1.481 -0.760 -0.550 -1.396
C 2.747 -0.419 1.676 -0.947
H 2.316 2.358 1.344 0.243
H -1.281 -0.207 -3.631 0.250
P -1.512 0.130 0.748 1.979
H 0.535 -0.283 -3.623 0.242
C 2.212 2.019 0.362 -0.968
H -0.370 1.058 -3.089 0.239
P -0.146 -0.839 -1.493 1.946
H 3.035 1.914 -0.288 0.267
H 1.524 2.647 -0.085 0.242
H -0.760 -3.011 -2.629 0.264
H 3.241 -1.189 1.118 0.261
```

Output
E_LUMO in eV: -2.5
E in Eh: -1428.203781
2S+1: 1
Gap between HOMO and LUMO in eV: 10.517
Total charge: +1
F_max in eV/Å: 4.428
HOMO energy in eV: -13.02

***

No. 5
Entry from the OMol25 dataset: an isolated molecule of C5H14NP in a non-equilibrium geometry (ωB97M-V/def2-TZVPD).

Structure (XYZ):
```
21
Properties=species:S:1:pos:R:3:lowdin_spin:R:1
H 2.059 -1.936 -0.905 0.082
H -2.162 -1.812 0.505 0.006
C -1.896 0.900 0.043 0.035
C 1.171 0.906 -1.356 0.113
C 1.839 -1.448 0.071 0.973
H 2.057 0.859 1.838 0.015
H -2.088 -1.341 -1.198 0.010
C -1.561 -1.479 -0.332 0.081
H 2.220 1.328 -1.144 0.037
H -2.287 0.984 1.159 0.002
H 1.782 -2.203 0.917 0.068
N -0.948 -0.155 0.071 0.086
H 1.277 0.299 -2.301 0.028
H -2.708 0.694 -0.675 0.006
P 0.713 -0.102 0.005 0.327
C 0.945 0.787 1.564 0.055
H -0.733 -1.969 -0.528 0.036
H 0.568 1.869 1.578 0.009
H 0.463 1.778 -1.586 0.014
H 0.591 0.182 2.393 0.009
H -1.301 1.862 -0.118 0.008
```

Output
E_LUMO (spin up / spin down) in eV: 1.0 / -1.6
E in Eh: -594.750431
2S+1: 3
Gap between HOMO and LUMO (spin up / spin down) in eV: 3.717 / 7.285
Total charge: 0
F_max in eV/Å: 5.331
HOMO energy (spin up / spin down) in eV: -2.67 / -8.87

***

No. 6
Entry from the OMol25 dataset: a 7-piece molecular cluster, C42H126N21O7P7 overall in a non-equilibrium geometry (ωB97M-V/def2-TZVPD).

Structure (XYZ):
```
203
Properties=species:S:1:pos:R:3:mulliken_charge:R:1
H 6.859 1.509 5.018 0.339
O 4.075 -1.632 -3.805 -0.926
H -6.075 -2.146 1.730 0.365
H 2.166 -6.766 1.382 0.471
C -7.947 -0.142 -6.529 -1.211
N 2.173 -4.313 4.315 0.261
H -2.260 -4.884 4.192 0.407
P 3.456 7.635 -0.330 0.523
H -8.753 0.104 -2.742 0.312
N -2.026 1.150 -1.801 0.452
C 1.158 1.760 -1.057 -0.985
C 2.767 7.230 -3.027 -1.053
H -8.478 -2.624 -7.719 0.377
N 2.836 6.256 0.439 0.504
O -9.054 -0.882 3.733 -0.867
N 5.888 1.152 3.260 0.560
H 3.390 -1.606 0.769 0.065
C 5.236 7.896 1.799 -0.849
H -11.092 -3.163 2.137 0.342
H 4.485 4.965 0.146 0.267
H -9.112 -1.591 -3.051 0.364
H 5.504 6.775 -3.147 0.370
N -8.409 -3.000 2.218 0.340
H -5.723 -0.454 2.121 0.440
P -6.723 -2.092 -4.996 0.286
H -7.477 0.056 -7.492 0.381
H -0.300 -1.847 3.954 0.342
H -6.650 -0.359 -1.539 0.037
H 5.963 4.310 5.392 0.376
H 0.524 -3.898 0.351 0.005
H -8.785 1.048 0.976 0.386
H -11.197 -0.369 -0.113 0.446
N 6.635 3.691 3.499 0.425
C -10.517 -1.208 0.032 -0.872
H 4.967 0.797 -2.389 0.359
C 5.375 0.278 -1.522 -0.552
H 2.383 8.250 -3.046 0.341
C -8.506 -0.746 -3.378 -1.147
H -7.294 1.068 0.104 0.257
H -1.808 1.094 1.548 0.394
H 0.157 -0.324 1.411 0.455
H 9.658 1.440 0.386 0.385
H -5.725 -1.005 0.510 -0.124
H 0.984 5.504 0.781 0.315
N 5.923 -1.112 -1.904 0.599
C 3.457 -3.578 4.507 -1.035
H 4.543 7.147 2.181 0.184
H 3.821 -3.632 5.533 0.386
H 8.053 0.791 0.278 0.221
H 6.929 -0.251 -3.473 0.434
H 3.670 -3.283 0.448 -0.347
C -1.218 -5.081 3.942 -1.020
H -0.509 -5.084 0.999 0.160
H -3.521 -2.064 0.808 0.279
H 1.357 -6.100 5.337 0.223
H 7.463 0.006 4.096 0.198
H -1.061 -2.776 5.291 0.345
C 0.533 0.636 1.058 -0.974
H -4.132 -3.060 -4.804 0.334
H -9.172 -3.942 0.427 0.261
N -0.482 -3.842 3.524 0.428
P -8.901 -1.386 2.330 0.380
C 4.933 6.340 -2.327 -1.360
H -6.309 -1.945 -1.858 0.301
N 5.047 7.925 0.380 0.402
N 3.559 -2.273 -1.320 0.839
H -1.345 -5.861 3.192 0.266
C 1.609 6.288 1.208 -1.109
H -7.642 -4.456 0.896 0.423
H -2.302 2.513 -0.169 0.246
H 2.432 -5.072 6.181 0.373
H -2.655 -0.218 2.263 0.203
H 4.126 -3.710 3.656 0.201
C 6.094 8.763 -0.249 -1.031
H -3.291 2.840 -1.528 0.368
H -3.840 -0.032 -5.884 0.384
C -2.580 0.354 1.338 -1.137
N -2.178 -0.550 0.256 0.997
H 6.628 -5.194 -1.646 0.418
C 3.473 4.951 0.551 -0.721
H 5.161 -4.698 -0.778 0.029
P 4.708 -2.105 -2.565 0.194
N 8.174 2.019 1.890 0.331
H 5.083 3.017 4.587 0.310
H 3.235 -5.386 1.127 0.249
H 3.508 4.757 1.623 0.437
H -1.919 0.104 -3.531 0.400
H -5.235 -0.662 -2.513 -0.116
N 5.387 -3.653 -2.597 0.363
C 5.985 -4.348 -1.400 -0.789
H 0.410 1.474 1.744 0.246
H 4.227 0.880 1.855 0.103
H 1.514 -2.623 -0.756 -0.176
H 5.952 -0.019 5.037 0.339
O -0.662 -1.138 -1.929 -0.983
O 2.486 8.745 -0.246 -0.903
H -8.940 -0.393 -4.314 0.402
H 9.260 0.916 3.345 0.268
H 7.422 -1.748 -3.171 0.330
H 0.773 1.954 -2.058 0.320
H 2.179 -3.990 -1.652 0.306
H 5.030 8.816 2.346 0.238
H 7.127 5.592 2.790 -0.124
H 1.880 6.639 -2.804 0.322
H -11.372 -1.936 3.255 0.323
H -5.508 0.428 -5.271 0.344
C 5.603 -4.243 -3.880 -1.230
C 2.194 -2.904 -1.559 -0.792
H -8.965 0.221 -6.670 0.396
H -3.282 -2.050 -5.984 0.428
H 7.968 -0.467 -1.934 0.186
H 7.041 8.773 0.290 0.388
C -7.729 0.790 1.064 -1.210
C -2.458 0.999 -3.220 -1.251
H -3.561 0.816 1.227 0.284
C -1.002 -2.640 4.211 -1.077
H 0.786 -4.476 5.826 0.288
O 5.790 2.796 1.111 -0.918
H 8.496 4.504 2.885 0.348
H 8.117 2.390 -0.140 0.312
H 3.244 -2.510 4.525 0.351
N -7.019 -1.008 -3.610 0.633
H 6.652 -3.654 -0.888 0.305
H -7.912 -2.831 0.096 0.401
H 4.890 4.741 3.983 0.116
H -1.571 3.190 -1.650 0.329
H -11.061 -2.076 -0.339 0.405
C -8.211 -4.066 3.256 -1.121
H -5.219 -0.015 -6.963 0.176
N 1.298 -4.955 1.836 0.403
H 5.493 -3.504 -4.673 0.351
C 5.542 3.995 4.437 -0.950
P -1.107 -0.060 -0.994 0.483
H 4.098 -0.080 3.284 0.565
N -10.364 -1.317 1.485 0.170
H 2.837 -5.965 2.767 0.314
H 1.663 -2.503 -2.422 0.405
H 9.151 2.469 3.771 0.417
H 5.006 -5.143 -4.031 0.298
P 6.543 2.458 2.319 0.501
C 2.446 -5.785 1.765 -1.157
H 4.967 -2.388 0.229 0.410
C -8.830 -2.458 -6.701 -1.137
H -9.648 -0.896 -0.549 0.040
N 3.790 7.111 -1.903 0.226
C -2.995 -1.756 -0.095 -0.871
H -8.792 -4.968 3.060 0.375
H 5.323 -0.325 1.901 0.463
N -7.685 -0.674 1.348 0.707
H -8.809 -3.436 -6.221 0.356
C -6.272 -1.112 1.447 -0.908
H 2.177 1.371 -1.068 -0.022
H 6.244 8.315 -1.231 0.280
C -8.246 -3.550 0.846 -1.245
C 4.826 0.351 2.596 -1.382
H 1.188 2.621 -0.390 0.450
C 1.630 -5.050 5.443 -0.981
C 0.520 -4.940 0.670 -0.776
H 2.886 4.136 0.127 -0.133
C 7.195 -0.848 -2.601 -1.030
C -4.915 -0.204 -5.933 -0.912
H -3.504 0.730 -3.367 0.179
C 6.627 0.607 4.453 -1.018
H -12.459 -2.071 1.835 0.399
H 6.253 7.532 1.950 0.252
C 9.278 1.890 2.857 -1.243
C -2.298 2.479 -1.258 -1.111
H 1.700 6.119 2.281 0.284
H 3.151 7.000 -4.021 0.380
C 7.576 4.800 3.390 -0.869
H 5.738 6.038 -1.657 0.395
P 1.215 -3.751 2.930 -0.188
N -5.190 -1.535 -5.546 0.307
N 0.179 0.907 -0.266 0.739
H -9.783 -1.931 -6.751 0.313
O -6.762 -3.565 -4.842 -0.861
H 4.503 5.367 -2.567 0.506
H -4.517 -3.126 -6.641 0.280
H -8.526 -3.709 4.236 0.350
C 3.892 -2.283 0.078 -0.452
H -0.718 -5.524 4.804 0.260
H -2.478 -2.569 -0.604 0.312
H -3.819 -1.416 -0.721 -0.018
H 6.127 0.784 -0.918 0.208
H 1.041 7.204 1.049 0.318
C -11.428 -2.127 2.183 -1.078
H -7.682 0.569 -5.747 0.372
H -7.159 -4.227 3.490 0.328
H 0.997 -5.469 -0.156 0.498
H -1.971 -2.358 3.799 0.201
O 1.579 -2.498 2.274 -0.087
H -7.300 1.376 1.877 0.342
H 5.688 9.761 -0.411 0.313
H 1.609 0.467 1.099 -0.166
H 4.566 0.276 -0.791 -0.348
H 10.230 2.252 2.466 0.434
C 8.609 1.692 0.537 -0.997
C -4.225 -2.551 -5.763 -1.160
C -6.267 -0.975 -2.354 -0.533
H 7.807 5.063 4.422 0.436
H -2.209 1.961 -3.668 0.356
H 6.666 -4.438 -4.018 0.438
N -7.789 -1.558 -6.150 0.229
```

Output
E_LUMO in eV: 0.4
SMILES: CN(C)P(=O)(N(C)C)N(C)C.CN(C)P(=O)(N(C)C)N(C)C.CN(C)P(=O)(N(C)C)N(C)C.CN(C)P(=O)(N(C)C)N(C)C.CN(C)P(=O)(N(C)C)N(C)C.CN(C)P(=O)(N(C)C)N(C)C.CN(C)P(=O)(N(C)C)N(C)C
E in Eh: -5741.965537
2S+1: 1
Gap between HOMO and LUMO in eV: 8.343
Total charge: 0
F_max in eV/Å: 4.178
HOMO energy in eV: -7.92

***

No. 7
Entry from the OMol25 dataset: a 2-piece molecular cluster, C2H10N2O overall in a non-equilibrium geometry (ωB97M-V/def2-TZVPD).

Structure (XYZ):
```
15
Properties=species:S:1:pos:R:3:lowdin_spin:R:1
H -0.169 1.483 1.620 0.005
H -1.433 0.906 0.582 0.065
N 1.704 -0.561 1.383 0.010
H 1.821 -1.098 -0.673 0.017
H 0.272 -1.522 0.111 0.060
H 2.319 0.260 1.286 0.000
H 0.063 0.294 -1.229 0.013
C 1.082 -0.697 0.059 0.091
H -3.207 -0.577 -1.459 0.000
O -2.214 -0.444 -1.331 0.003
H -1.834 -0.795 -2.173 0.000
C -0.362 1.282 0.503 0.106
H 1.025 -0.735 2.084 0.001
H -0.580 2.207 -0.091 0.021
N 0.455 0.505 -0.352 0.609
```

Output
E_LUMO (spin up / spin down) in eV: -3.3 / -7.9
E in Eh: -266.594134
2S+1: 2
Gap between HOMO and LUMO (spin up / spin down) in eV: 11.240 / 6.543
Total charge: +1
F_max in eV/Å: 3.418
HOMO energy (spin up / spin down) in eV: -14.51 / -14.44

***

No. 8
Entry from the OMol25 dataset: C3H4O3Pd as an isolated structure in a non-equilibrium geometry (ωB97M-V/def2-TZVPD).

Structure (XYZ):
```
11
Properties=species:S:1:pos:R:3:lowdin_spin:R:1
C 0.458 -1.127 -0.115 0.282
O -2.840 0.677 -0.157 0.037
Pd 0.476 1.362 -0.463 1.843
O -0.870 0.352 -1.188 0.308
H 1.250 -0.101 1.586 0.013
H 2.461 -0.442 0.183 0.039
O -0.982 1.726 0.532 0.281
H 0.723 -1.634 -1.046 0.013
C 1.432 -0.415 0.552 0.127
C -1.641 0.971 -0.298 0.046
H -0.467 -1.370 0.416 0.011
```

Output
E_LUMO (spin up / spin down) in eV: 4.1 / 3.2
E in Eh: -470.151288
2S+1: 4
Gap between HOMO and LUMO (spin up / spin down) in eV: 5.216 / 8.417
Total charge: -1
F_max in eV/Å: 13.684
HOMO energy (spin up / spin down) in eV: -1.11 / -5.18

***

No. 9
Entry from the OMol25 dataset: an isolated molecule of C4H4N2O in a non-equilibrium geometry (ωB97M-V/def2-TZVPD).

Structure (XYZ):
```
11
Properties=species:S:1:pos:R:3:nbo_charge:R:1
C 1.503 -0.537 0.098 0.241
H -2.100 1.826 -0.260 0.248
H 0.713 2.006 -0.111 0.388
C -1.222 0.977 -0.398 -0.346
O -1.839 -1.301 -0.147 -0.476
N 0.193 1.338 0.283 -0.613
N 2.527 -0.425 -0.605 -0.286
H -1.114 0.915 -1.409 0.218
C -1.046 -0.384 0.045 0.608
H 0.319 -0.383 1.768 0.235
C 0.408 -0.114 0.828 -0.217
```

Output
E_LUMO in eV: 0.3
SMILES: N#C[C@H]1NCC1=O
E in Eh: -339.405328
2S+1: 1
Gap between HOMO and LUMO in eV: 9.908
Total charge: 0
F_max in eV/Å: 11.593
HOMO energy in eV: -9.64